w:
C2H2F2O in the gas phase, computed with ωB97M-V/def2-TZVPD.

Computed properties:
M ... 80.03 g mol⁻¹
LUMO energy ... 1.0 eV
SMILES ... F[C@@H]1O[C@@H]1F
HOMO ... -11.07 eV

```
7
Properties=species:S:1:pos:R:3:mulliken_charge:R:1
F -2.30 -0.11 -0.53 -0.23
F -1.08 1.18 1.64 -0.23
O -0.62 -0.97 0.97 -0.34
C -0.97 -0.31 -0.21 0.03
C -0.29 0.37 0.97 0.14
H -0.37 -0.69 -1.11 0.28
H 0.79 0.47 0.87 0.35
```

***

x:
2 unconnected molecules or ions with the total composition C2H2F2O, computed with ωB97M-V/def2-TZVPD.

Computed properties:
M ... 80.03 g mol⁻¹
LUMO energy ... 0.0 eV
SMILES ... FC1=CO1.F
HOMO ... -10.01 eV

```
7
Properties=species:S:1:pos:R:3:mulliken_charge:R:1
F -1.40 -0.80 -1.89 -0.48
F -0.83 1.64 0.59 -0.19
O -0.22 -0.64 0.36 -0.44
C -0.01 0.62 0.58 0.50
C 1.22 0.23 0.58 -0.16
H 2.21 -0.33 0.73 0.35
H -0.97 -0.73 -0.95 0.41
```

***

Result of the stability comparison: x is the least stable of them.

***

w:
A molecular structure, C21H24ClNOsPSSe2Si, computed with ωB97M-V/def2-TZVPD.

Computed properties:
Net charge ... +1
M ... 765.16 g mol⁻¹
LUMO energy ... -4.5 eV
HOMO ... -11.06 eV

```
53
Properties=species:S:1:pos:R:3:mulliken_charge:R:1
Os 0.42 -0.01 0.48 0.86
Se 1.02 -2.42 -0.10 -0.32
Se 2.22 0.65 -0.87 -0.14
Cl 0.37 0.76 3.68 -0.13
S -0.10 2.36 0.86 -0.43
P 2.21 -1.45 -1.65 0.00
Si -3.09 4.35 -0.07 0.16
N -1.35 0.49 -0.19 -0.57
C 4.95 -1.32 -2.01 -0.41
C 0.17 -1.67 -5.73 -0.44
C -2.68 2.50 -0.36 0.32
C -3.59 1.72 -1.04 -0.15
C 0.70 -0.44 2.43 -0.67
C 0.08 -2.74 -4.85 -0.71
C -2.26 -0.25 -0.87 -0.12
C 5.24 -4.09 -2.00 -0.68
C 6.35 -3.27 -2.19 -0.47
C 0.68 -2.66 -3.60 -0.39
C 3.99 -3.53 -1.82 -0.41
C -1.77 5.23 0.91 -1.05
C 3.85 -2.15 -1.83 1.22
C 0.84 -0.51 -5.37 -0.71
C -1.51 1.83 0.04 0.66
C 6.20 -1.89 -2.19 -0.69
C -3.26 5.10 -1.78 -1.04
C 1.44 -0.42 -4.12 -0.32
C -4.72 4.36 0.84 -1.04
C 1.36 -1.49 -3.24 1.05
C -3.41 0.34 -1.30 -1.06
H -3.55 6.15 -1.70 0.34
H -2.32 5.05 -2.32 0.33
H 0.07 -1.31 2.64 0.37
H 1.97 0.48 -3.84 0.32
H -5.05 5.39 1.00 0.34
H 5.36 -5.17 -1.99 0.41
H -5.51 3.85 0.29 0.34
H 0.91 0.32 -6.05 0.41
H 1.75 -0.76 2.52 0.34
H -2.02 -1.30 -1.01 0.51
H -2.09 6.27 1.04 0.34
H -0.30 -1.74 -6.70 0.41
H 4.85 -0.24 -2.01 0.27
H -4.62 3.89 1.82 0.34
H 0.60 -3.48 -2.91 0.33
H -0.45 -3.64 -5.13 0.41
H 7.07 -1.25 -2.33 0.41
H -4.02 4.59 -2.38 0.34
H 7.32 -3.71 -2.33 0.39
H -0.81 5.24 0.39 0.33
H -4.52 2.17 -1.39 0.34
H 3.13 -4.17 -1.66 0.31
H -1.63 4.79 1.90 0.33
H -4.15 -0.23 -1.84 0.42
```

***

x:
A molecular structure, C21H24ClNOsPSSe2Si, computed with ωB97M-V/def2-TZVPD.

Computed properties:
Net charge ... +1
M ... 765.16 g mol⁻¹
LUMO energy ... -5.1 eV
HOMO ... -10.80 eV

```
53
Properties=species:S:1:pos:R:3:mulliken_charge:R:1
Os 0.12 1.98 -1.82 0.57
Se 2.18 1.00 -1.57 0.02
Se 0.57 -2.17 -2.64 -0.17
Cl 0.67 3.99 -3.13 -0.11
S -0.96 0.33 -0.67 -0.04
P 2.01 -1.33 -1.40 0.26
Si -4.12 0.14 1.24 0.04
N -1.53 2.74 -0.82 -0.37
C 1.82 -1.57 0.38 0.90
C 6.33 -2.15 -2.65 -0.45
C 2.55 -0.80 1.29 -0.48
C -2.12 3.93 -0.72 0.14
C -3.86 2.92 0.56 -0.15
C 4.10 -1.44 -3.17 -0.60
C 0.92 -2.52 0.83 -0.46
C 0.75 -2.72 2.20 -0.64
C 2.37 -0.99 2.65 -0.83
C 4.66 -2.13 -0.93 -0.33
C -3.31 4.06 -0.03 -1.11
C 1.47 -1.95 3.10 -0.45
C 3.73 -1.65 -1.85 0.83
C -5.46 -0.36 0.05 -1.05
C 5.96 -2.37 -1.34 -0.72
C -4.82 0.71 2.87 -1.06
C -2.90 -1.25 1.51 -1.05
C -3.26 1.66 0.46 0.21
C -2.07 1.64 -0.26 0.34
C 5.40 -1.68 -3.57 -0.67
C 1.08 3.72 -1.39 -0.81
H -5.56 1.50 2.76 0.32
H -4.03 1.07 3.54 0.35
H -2.57 -1.71 0.57 0.32
H -6.17 0.46 -0.12 0.35
H 3.25 -0.05 0.94 0.44
H -5.05 -0.66 -0.91 0.34
H -6.03 -1.21 0.45 0.35
H 4.37 -2.32 0.10 0.37
H -4.79 3.02 1.10 0.32
H 2.93 -0.40 3.35 0.43
H 5.69 -1.51 -4.60 0.40
H -1.64 4.77 -1.21 0.48
H -2.02 -0.93 2.07 0.33
H -5.32 -0.13 3.37 0.35
H 1.34 -2.11 4.16 0.42
H 2.16 3.76 -1.28 0.53
H 7.35 -2.34 -2.97 0.39
H 3.36 -1.10 -3.90 0.34
H 6.68 -2.75 -0.63 0.41
H 0.06 -3.47 2.55 0.45
H -3.40 -2.03 2.09 0.45
H -3.79 5.02 0.05 0.42
H 0.57 4.46 -0.78 0.36
H 0.36 -3.11 0.11 0.32
```

***

Result of the stability comparison: x is the least stable of them.

***

w:
2 unconnected molecules or ions with the total composition C4H12NP, computed with ωB97M-V/def2-TZVPD.

Computed properties:
M ... 105.12 g mol⁻¹
LUMO energy ... 0.9 eV
SMILES ... C[PH2]=N.C=CC
HOMO ... -9.22 eV

```
18
Properties=species:S:1:pos:R:3:mulliken_charge:R:1
P -1.98 0.16 0.28 0.20
N -0.74 1.04 0.19 -0.59
C -3.70 0.59 0.01 -0.81
C 2.91 -1.51 0.57 -0.77
C 2.54 0.46 -0.95 -0.86
C 2.11 -0.54 0.17 0.00
H 3.78 -1.82 0.00 0.23
H -4.35 -0.31 -0.17 0.30
H 2.61 -2.28 1.28 0.28
H -2.05 -0.90 1.28 0.07
H 1.91 0.25 -1.92 0.20
H 3.66 0.32 -1.11 0.33
H 1.14 -0.40 0.56 0.38
H -0.56 1.80 0.85 0.20
H -1.79 -0.85 -0.71 0.05
H 2.42 1.56 -0.56 0.21
H -4.18 1.00 0.99 0.27
H -3.72 1.43 -0.74 0.30
```

***

x:
2 unconnected molecules or ions with the total composition C4H12NP, computed with ωB97M-V/def2-TZVPD.

Computed properties:
M ... 105.12 g mol⁻¹
LUMO energy (alpha / beta) ... -0.2 / 0.1 eV
HOMO (alpha / beta) ... -7.87 / -7.53 eV

```
18
Properties=species:S:1:pos:R:3:mulliken_charge:R:1
P 0.22 0.39 -0.48 0.35
N 1.89 -1.32 0.38 -0.37
C 1.66 -1.51 1.70 -0.50
C -0.68 -0.86 -1.49 -0.94
C -0.19 1.91 -1.42 -1.11
C -0.97 0.57 0.91 -1.11
H 1.99 -0.62 2.39 0.24
H 0.03 2.71 -0.70 0.35
H -1.27 2.06 -1.50 0.35
H -1.87 0.90 0.36 0.43
H -0.12 -0.93 -2.45 0.33
H -1.63 -0.26 -1.54 0.31
H -0.44 1.34 1.46 0.31
H 0.26 1.98 -2.45 0.33
H 0.57 -1.78 2.03 0.15
H -0.66 -1.77 -0.83 0.28
H 2.30 -2.37 2.08 0.32
H -1.09 -0.42 1.54 0.28
```

***

Result of the stability comparison: x is the least stable of them.

***

w:
2 unconnected molecules or ions with the total composition C4H10N3S, computed with ωB97M-V/def2-TZVPD.

Computed properties:
Net charge ... +1
M ... 132.21 g mol⁻¹
LUMO energy (alpha / beta) ... -4.8 / -4.8 eV
HOMO (alpha / beta) ... -12.53 / -12.53 eV

```
18
Properties=species:S:1:pos:R:3:mulliken_charge:R:1
S 2.26 -0.18 1.13 -0.14
N -1.09 -0.56 -0.04 -0.11
N -1.36 0.07 1.06 -0.17
N 1.27 -2.51 0.32 -0.32
C -0.74 0.33 -1.03 0.21
C 1.11 -1.21 0.41 0.20
C 0.11 1.57 -0.76 -0.67
C -1.31 1.73 -1.09 -0.54
H 0.54 1.81 0.25 0.32
H 2.55 -0.98 2.09 0.13
H -0.51 -0.41 -1.94 0.36
H -1.02 0.99 1.18 0.19
H -2.06 1.84 -0.34 0.28
H -1.80 -0.42 1.89 0.28
H 0.65 -2.97 -0.27 0.24
H 2.08 -3.04 0.71 0.23
H -1.53 2.17 -2.09 0.25
H 0.84 1.78 -1.48 0.24
```

***

x:
A gas-phase ion, C4H10N3S (charge +1), computed with ωB97M-V/def2-TZVPD.

Computed properties:
Net charge ... +1
M ... 132.21 g mol⁻¹
LUMO energy ... -4.2 eV
HOMO ... -13.76 eV

```
18
Properties=species:S:1:pos:R:3:mulliken_charge:R:1
S -1.94 -0.14 1.93 -0.04
N -0.41 -0.93 -0.12 0.29
N -1.69 -0.96 -0.46 -0.57
N 0.84 -0.36 1.93 -0.17
C 0.60 -0.37 -0.87 -0.40
C 0.33 0.67 -1.86 -0.54
C 1.10 1.07 -0.62 -0.47
C -0.33 -0.49 1.41 0.30
H 2.18 1.30 -0.65 0.31
H 1.05 -0.40 2.90 0.26
H -1.48 0.71 2.79 0.17
H 0.86 0.68 -2.86 0.26
H -2.07 -0.06 -0.86 0.26
H -1.92 -1.74 -0.95 0.18
H 0.66 1.59 0.12 0.35
H 1.40 -1.04 -1.12 0.40
H -0.73 1.01 -1.88 0.12
H 1.55 -0.54 1.16 0.30
```

***

Result of the stability comparison: w is the least stable of them.

***

w:
C3H3ClS2 in the gas phase, computed with ωB97M-V/def2-TZVPD.

Computed properties:
M ... 138.64 g mol⁻¹
LUMO energy ... -0.6 eV
SMILES ... S=CS/C=C\Cl
HOMO ... -8.95 eV

```
9
Properties=species:S:1:pos:R:3:mulliken_charge:R:1
Cl 2.73 0.92 -0.37 -0.18
S -0.46 0.44 -0.80 0.04
S -2.52 -1.19 0.79 -0.27
C -2.00 -0.29 -0.49 -0.15
C 0.51 -0.19 0.53 -0.20
C 1.79 0.05 0.76 -0.15
H -0.08 -0.81 1.23 0.24
H -2.65 -0.04 -1.33 0.32
H 2.30 -0.26 1.66 0.35
```

***

x:
C3H3ClS2 in the gas phase, computed with ωB97M-V/def2-TZVPD.

Computed properties:
M ... 138.64 g mol⁻¹
LUMO energy ... 0.0 eV
SMILES ... ClC1=CSSC1
HOMO ... -8.54 eV

```
9
Properties=species:S:1:pos:R:3:mulliken_charge:R:1
Cl -2.14 -0.42 -0.44 -0.19
S 2.30 -1.14 0.00 -0.13
S 1.94 0.85 -0.56 -0.08
C 0.21 0.84 0.09 -0.58
C 0.25 -1.58 -0.31 -0.50
C -0.42 -0.45 -0.20 0.38
H 0.08 1.16 1.06 0.38
H -0.18 -2.45 -0.76 0.42
H -0.47 1.52 -0.48 0.32
```

***

Result of the stability comparison: x is the least stable of them.